ORCA calculation (the ωB97M-V functional and the def2-TZVPD basis) on 10 unconnected molecules or ions with the total composition C38H73N3O10 at a distorted geometry.

Structure (XYZ):
```
124
Properties=species:S:1:pos:R:3:lowdin_charge:R:1
C -1.75 0.43 -2.69 -0.0314
C -2.72 1.13 -3.64 -0.4128
O -4.05 0.81 -3.19 -0.0432
C -2.64 0.67 -5.09 -0.1057
C -1.24 0.71 -5.74 -0.2501
C -1.42 0.61 -7.19 -0.1940
N -1.50 0.56 -8.34 0.1793
C -0.39 1.94 -5.41 -0.2784
C -1.12 3.19 -5.52 -0.1848
N -1.70 4.19 -5.55 0.1747
C 0.92 1.99 -6.19 -0.1436
C 1.97 1.05 -5.58 -0.1897
C 2.61 0.12 -6.60 -0.2017
C 3.23 -1.12 -5.95 -0.2823
N 2.23 -2.18 -5.82 0.0115
H -2.19 0.51 -1.71 0.0520
H -0.77 0.90 -2.62 0.0736
H -1.70 -0.62 -2.94 0.0902
H -2.67 2.21 -3.57 0.1330
H -4.03 -0.15 -3.11 0.0617
H -3.28 1.33 -5.67 0.1268
H -3.04 -0.33 -5.17 0.1314
H -0.67 -0.18 -5.46 0.1499
H -0.11 1.85 -4.37 0.1274
H 1.32 3.00 -6.13 0.0934
H 0.76 1.78 -7.24 0.1095
H 2.76 1.65 -5.13 0.1027
H 1.54 0.43 -4.79 0.1020
H 1.87 -0.24 -7.30 0.1029
H 3.37 0.64 -7.19 0.1102
H 4.08 -1.47 -6.53 0.1041
H 3.61 -0.83 -4.97 0.1024
H 2.64 -3.09 -5.99 0.0153
H 1.80 -2.17 -4.91 0.0521
C -1.06 3.32 1.29 -0.0150
C -1.25 1.83 1.44 -0.4881
O -1.21 1.09 0.48 0.0551
C -1.52 1.33 2.83 -0.0173
H -0.88 3.56 0.25 0.0801
H -1.95 3.84 1.64 0.0791
H -0.20 3.65 1.89 0.0847
H -2.43 1.80 3.22 0.0541
H -0.69 1.57 3.49 0.0878
H -1.66 0.25 2.81 0.0773
C 5.46 -6.27 -7.47 -0.0164
C 4.09 -5.83 -7.01 -0.4925
O 3.87 -4.69 -6.69 0.0417
C 3.01 -6.88 -6.98 -0.0142
H 6.14 -5.42 -7.45 0.0819
H 5.83 -7.05 -6.80 0.0886
H 5.41 -6.67 -8.48 0.0856
H 3.30 -7.68 -6.29 0.0858
H 2.86 -7.30 -7.97 0.0856
H 2.08 -6.44 -6.63 0.0847
C 4.33 -4.66 -3.34 -0.0174
C 3.91 -5.97 -2.74 -0.4934
O 4.10 -7.02 -3.33 0.0572
C 3.25 -5.93 -1.39 -0.0387
H 4.79 -4.84 -4.31 0.0621
H 3.46 -4.01 -3.48 0.0785
H 5.05 -4.15 -2.69 0.0868
H 2.34 -5.33 -1.43 0.0888
H 3.93 -5.49 -0.66 0.0738
H 3.00 -6.94 -1.07 0.0817
C -3.58 5.52 4.78 -0.0181
C -3.82 4.04 4.98 -0.4859
O -3.78 3.27 4.04 0.0424
C -4.09 3.58 6.38 -0.0253
H -3.39 5.72 3.72 0.0774
H -4.46 6.08 5.09 0.0862
H -2.72 5.84 5.36 0.0874
H -4.99 4.07 6.76 0.0901
H -3.26 3.83 7.03 0.0632
H -4.25 2.51 6.39 0.0851
C -4.78 3.03 10.96 -0.0212
C -3.66 3.95 10.52 -0.5037
O -3.29 3.97 9.36 0.0474
C -3.05 4.82 11.57 -0.0245
H -5.14 2.46 10.11 0.0808
H -4.41 2.35 11.73 0.0844
H -5.60 3.62 11.37 0.0857
H -2.62 4.19 12.35 0.0614
H -3.81 5.48 12.01 0.0876
H -2.26 5.43 11.14 0.0864
C 3.98 6.48 -6.30 -0.0223
C 3.38 5.28 -5.60 -0.5001
O 3.62 4.16 -5.96 0.0637
C 2.47 5.56 -4.43 -0.0198
H 4.61 6.14 -7.11 0.0814
H 3.18 7.11 -6.69 0.0868
H 4.58 7.06 -5.60 0.0842
H 1.61 6.16 -4.75 0.0889
H 3.01 6.11 -3.65 0.0844
H 2.11 4.62 -4.02 0.0751
C -5.33 -3.55 -0.46 -0.0233
C -4.24 -2.59 -0.86 -0.4942
O -3.88 -2.50 -2.01 0.0616
C -3.61 -1.76 0.23 -0.0139
H -5.69 -4.08 -1.33 0.0812
H -4.95 -4.27 0.27 0.0843
H -6.16 -2.99 -0.01 0.0859
H -3.16 -2.41 0.98 0.0877
H -4.37 -1.14 0.70 0.0923
H -2.84 -1.12 -0.20 0.0588
C 0.67 0.87 12.18 -0.0213
C -0.64 1.49 11.74 -0.4857
O -1.08 2.47 12.30 0.0656
C -1.35 0.83 10.59 -0.0087
H 1.08 1.43 13.01 0.0820
H 0.51 -0.16 12.49 0.0859
H 1.38 0.88 11.35 0.0862
H -1.59 -0.20 10.84 0.0887
H -0.71 0.84 9.70 0.0907
H -2.27 1.37 10.37 0.0640
C 2.77 -3.68 2.60 -0.0202
C 2.69 -5.18 2.53 -0.4942
O 2.56 -5.76 1.47 0.0629
C 2.78 -5.94 3.83 -0.0228
H 2.69 -3.26 1.60 0.0814
H 1.96 -3.29 3.22 0.0837
H 3.72 -3.38 3.04 0.0853
H 1.97 -5.64 4.49 0.0841
H 3.73 -5.72 4.32 0.0847
H 2.71 -7.01 3.64 0.0816
```

Calculated values
**2S+1**: 1
**HOMO**: -8.57 eV
**Net charge**: 0
**Gap between HOMO and LUMO**: 8.8743 eV
**Energy**: -65534.577 eV
**Structure (SMILES)**: C[C@H](O)C[C@@H](C#N)[C@H](C#N)CCCCN.CC(C)=O.CC(C)=O.CC(C)=O.CC(C)=O.CC(C)=O.CC(C)=O.CC(C)=O.CC(C)=O.CC(C)=O

***

ORCA calculation (the ωB97M-V functional and the def2-TZVPD basis) on 4 unconnected molecules or ions with the total composition C38H74I2O6 at a distorted geometry.

Structure (XYZ):
```
120
Properties=species:S:1:pos:R:3:lowdin_charge:R:1
C 10.63 -0.27 2.43 -0.1064
C 9.32 -1.05 2.24 -0.2625
C 8.51 -0.61 1.03 -0.2400
C 7.04 -1.00 1.13 -0.2250
C 6.25 -0.78 -0.15 -0.2193
C 6.83 -1.47 -1.38 -0.2242
C 5.80 -1.88 -2.43 -0.2016
C 5.33 -0.72 -3.33 -0.1989
C 3.82 -0.48 -3.31 -0.2058
C 3.32 0.46 -2.20 -0.2100
C 2.55 1.69 -2.68 -0.2007
C 1.50 2.23 -1.71 -0.1872
C 0.05 1.81 -1.99 -0.2390
C -0.43 0.58 -1.23 -0.7122
I -0.32 -1.21 -2.50 0.8574
O -1.77 0.65 -0.86 -0.2002
C -2.09 1.31 0.40 -0.3150
C -0.92 1.91 1.15 -0.0197
C -2.90 0.34 1.26 -0.1393
O -2.18 -0.65 1.98 -0.0835
C -2.15 -1.93 1.36 -0.3296
C -3.57 -2.50 1.23 -0.1291
C -4.14 -2.56 -0.20 -0.1890
C -4.40 -3.98 -0.71 -0.1923
C -3.22 -4.62 -1.46 -0.1946
C -2.55 -5.81 -0.77 -0.2571
C -2.28 -7.00 -1.70 -0.1100
C -1.30 -2.85 2.23 -0.1788
C 0.17 -2.58 2.23 -0.7548
O 0.77 -1.58 1.84 -0.0022
I 1.30 -4.28 2.98 0.7601
H 10.69 0.19 3.41 0.0630
H 10.73 0.52 1.69 0.0624
H 11.51 -0.91 2.31 0.0626
H 9.55 -2.10 2.13 0.1035
H 8.71 -0.95 3.13 0.1010
H 8.58 0.48 0.93 0.1133
H 8.95 -1.03 0.13 0.1053
H 6.97 -2.05 1.42 0.1170
H 6.60 -0.40 1.93 0.1125
H 6.14 0.29 -0.34 0.1061
H 5.24 -1.16 0.00 0.1072
H 7.54 -0.79 -1.86 0.1092
H 7.40 -2.35 -1.07 0.1098
H 4.94 -2.31 -1.93 0.1057
H 6.24 -2.65 -3.05 0.1026
H 5.84 0.19 -3.02 0.1042
H 5.63 -0.93 -4.35 0.1018
H 3.32 -1.44 -3.21 0.0931
H 3.52 -0.07 -4.27 0.1009
H 4.18 0.81 -1.63 0.0938
H 2.71 -0.09 -1.49 0.0898
H 2.09 1.46 -3.64 0.1006
H 3.28 2.48 -2.83 0.1094
H 1.78 1.95 -0.70 0.1114
H 1.51 3.32 -1.77 0.1092
H -0.62 2.61 -1.70 0.0941
H -0.09 1.65 -3.05 0.0810
H 0.22 0.31 -0.41 0.0638
H -2.78 2.11 0.14 0.1316
H -0.36 2.62 0.56 0.0653
H -1.33 2.46 1.99 0.0970
H -0.26 1.15 1.55 0.0840
H -3.44 0.93 2.00 0.1363
H -3.64 -0.13 0.62 0.1185
H -1.69 -1.88 0.38 0.1153
H -3.59 -3.51 1.63 0.1083
H -4.21 -1.88 1.84 0.1067
H -5.07 -2.00 -0.24 0.0966
H -3.45 -2.06 -0.89 0.0912
H -4.65 -4.60 0.15 0.0932
H -5.28 -3.97 -1.36 0.1035
H -3.57 -4.95 -2.43 0.1019
H -2.47 -3.85 -1.63 0.0744
H -3.19 -6.15 0.05 0.0956
H -1.61 -5.50 -0.32 0.0942
H -2.10 -6.65 -2.71 0.0671
H -1.41 -7.57 -1.38 0.0659
H -3.13 -7.67 -1.73 0.0704
H -1.66 -2.85 3.26 0.1404
H -1.40 -3.87 1.87 0.0893
C 1.15 6.89 2.36 -0.1657
C -0.37 7.09 2.44 -0.1651
C -0.85 6.12 1.37 -0.2094
O 0.09 5.05 1.34 -0.1652
C 1.25 5.40 2.10 -0.2005
H 1.68 7.20 3.26 0.1109
H 1.56 7.46 1.52 0.1139
H -0.73 6.78 3.42 0.1137
H -0.69 8.11 2.26 0.1116
H -0.87 6.60 0.38 0.1120
H -1.84 5.71 1.57 0.1168
H 1.26 4.83 3.03 0.1191
H 2.14 5.12 1.52 0.1167
C -2.48 3.77 -3.81 -0.1613
C -3.31 3.89 -2.53 -0.1552
C -2.99 5.32 -2.10 -0.2004
O -2.75 6.05 -3.30 -0.1378
C -2.62 5.16 -4.41 -0.1993
H -2.82 2.98 -4.48 0.1170
H -1.44 3.56 -3.55 0.0910
H -4.38 3.80 -2.77 0.1172
H -3.06 3.15 -1.77 0.0858
H -2.09 5.35 -1.48 0.1054
H -3.80 5.80 -1.55 0.1177
H -3.51 5.23 -5.04 0.1168
H -1.75 5.46 -5.00 0.1165
C -6.68 -2.62 3.40 -0.1766
C -7.57 -2.56 2.17 -0.1626
C -8.37 -3.85 2.30 -0.2025
O -8.49 -4.09 3.71 -0.1389
C -7.62 -3.23 4.43 -0.2041
H -6.29 -1.65 3.72 0.1115
H -5.83 -3.28 3.22 0.1028
H -8.24 -1.69 2.22 0.1151
H -7.02 -2.50 1.23 0.0965
H -7.84 -4.69 1.84 0.1159
H -9.36 -3.79 1.87 0.1164
H -8.21 -2.46 4.94 0.1171
H -7.10 -3.82 5.19 0.1166
```

Calculated values
**2S+1**: 1
**HOMO**: -9.27 eV
**Net charge**: 0
**Gap between HOMO and LUMO**: 9.7159 eV
**Energy**: -69090.574 eV
**Structure (SMILES)**: CCCCCCCCCCCCC[C@H](I)O[C@H](C)CO[C@H](CCCCCC)CC(=O)I.C1CCOC1.C1CCOC1.C1CCOC1

***

ORCA calculation (the ωB97M-V functional and the def2-TZVPD basis) on a molecular structure, C38H75BrCl2N2NbO15P2S6 at a distorted geometry.

Structure (XYZ):
```
142
Properties=species:S:1:pos:R:3:lowdin_charge:R:1
C 3.39 4.97 0.79 -0.0776
C 2.38 3.76 0.37 -0.3190
O 2.02 3.83 -1.03 -0.3081
P 2.47 2.52 -1.99 0.7237
O 3.31 3.13 -3.16 -0.3729
C 0.92 1.75 -2.81 -0.3445
C 0.60 0.26 -2.35 -0.4805
Nb -0.91 -0.02 -0.66 1.2786
Br -0.90 2.58 -0.04 0.0948
P -1.11 -2.44 -1.44 0.5022
N -0.54 -3.57 -0.45 -0.3988
C 0.90 -0.41 0.69 -0.2886
C 1.05 0.47 1.99 -0.1240
C 2.35 0.14 2.76 -0.0836
C 3.38 -0.93 2.38 -0.1576
N 3.21 -1.70 1.21 -0.0090
C 2.04 -1.41 0.45 -0.1930
C -2.45 -0.28 1.02 -0.8094
Cl -2.62 1.26 2.07 0.3142
C -2.23 -1.48 2.05 -0.7247
C -3.72 -2.06 2.39 -0.1514
Cl -1.58 -0.96 3.72 0.4931
O 3.48 1.36 -1.27 -0.2555
C 4.80 1.86 -0.98 -0.2855
C 5.80 0.73 -0.38 -0.0801
H 2.94 5.91 0.33 0.0572
H 4.47 4.78 0.50 0.0692
H 3.23 5.08 1.93 0.0817
H 2.78 2.76 0.74 0.0994
H 1.42 3.96 0.98 0.0793
H 1.20 1.68 -3.93 0.0897
H 0.03 2.48 -2.80 0.0532
H 0.15 -0.28 -3.27 0.0268
H 1.58 -0.32 -2.14 0.0365
H -2.26 0.38 -1.85 -0.0980
H -2.53 -2.67 -1.66 -0.0881
H -0.50 -2.54 -2.75 -0.0482
H -0.14 -3.07 0.36 -0.1085
H 0.30 1.27 2.27 0.0313
H 2.57 0.75 3.72 0.0785
H 4.29 -1.09 3.05 0.0942
H 1.93 -2.05 -0.50 0.0842
H -3.49 -0.41 0.54 0.0387
H -1.64 -2.39 1.69 0.0647
H -4.34 -1.15 2.67 0.0714
H -3.57 -2.67 3.36 0.0398
H -4.15 -2.68 1.54 0.0764
H 5.36 2.28 -1.90 0.1233
H 4.83 2.71 -0.20 0.0981
H 6.17 0.00 -1.17 0.0768
H 6.73 1.32 -0.05 0.0791
H 5.39 0.23 0.56 0.0551
C -1.25 -5.56 7.12 -0.2179
C -0.57 -4.27 7.58 -0.2140
C -1.42 -3.10 7.07 -0.2213
S -3.10 -3.71 6.95 0.6650
O -3.49 -3.72 5.56 -0.3221
O -3.91 -3.09 7.98 -0.3426
C -2.73 -5.39 7.44 -0.2338
H -0.83 -6.43 7.62 0.1160
H -1.12 -5.68 6.04 0.1225
H -0.53 -4.24 8.67 0.0908
H 0.45 -4.20 7.21 0.1186
H -1.39 -2.25 7.76 0.1032
H -1.11 -2.78 6.07 0.0757
H -3.37 -6.08 6.91 0.1072
H -2.91 -5.46 8.52 0.0930
C -6.26 -1.19 -4.44 -0.2237
C -6.86 -2.54 -4.03 -0.2133
C -5.73 -3.40 -3.48 -0.2196
S -4.52 -2.26 -2.81 0.6333
O -3.31 -2.37 -3.60 -0.3787
O -4.52 -2.36 -1.37 -0.3640
C -5.37 -0.77 -3.28 -0.2293
H -7.03 -0.45 -4.65 0.1144
H -5.66 -1.32 -5.35 0.1195
H -7.62 -2.38 -3.26 0.1176
H -7.36 -3.03 -4.87 0.1140
H -6.08 -4.06 -2.68 0.1096
H -5.25 -3.98 -4.26 0.0764
H -4.65 0.00 -3.55 0.1041
H -5.97 -0.44 -2.43 0.1123
C -2.95 -3.18 11.98 -0.2157
C -3.60 -4.20 12.93 -0.2170
C -2.88 -5.53 12.73 -0.2249
S -1.22 -5.13 12.19 0.6683
O -1.05 -5.61 10.83 -0.3263
O -0.29 -5.46 13.24 -0.3267
C -1.45 -3.37 12.15 -0.2299
H -3.26 -2.16 12.21 0.1197
H -3.25 -3.40 10.95 0.1135
H -3.47 -3.86 13.96 0.1165
H -4.67 -4.29 12.75 0.1165
H -2.83 -6.11 13.65 0.1029
H -3.35 -6.13 11.95 0.1053
H -0.87 -2.94 11.33 0.1071
H -1.10 -2.96 13.10 0.1084
C -3.62 -8.55 -6.44 -0.2263
C -2.92 -7.26 -6.01 -0.2122
C -3.74 -6.09 -6.55 -0.2172
S -5.43 -6.67 -6.66 0.6684
O -5.81 -6.70 -8.06 -0.3224
O -6.23 -6.01 -5.66 -0.3334
C -5.10 -8.34 -6.13 -0.2365
H -3.22 -9.42 -5.92 0.1161
H -3.49 -8.70 -7.52 0.1192
H -2.88 -7.21 -4.92 0.1228
H -1.89 -7.22 -6.38 0.1177
H -3.70 -5.23 -5.88 0.0980
H -3.41 -5.80 -7.55 0.1082
H -5.75 -9.03 -6.65 0.1074
H -5.28 -8.39 -5.05 0.1097
C 2.19 8.38 -4.23 -0.2251
C 1.56 7.05 -3.81 -0.2092
C 2.68 6.17 -3.25 -0.2245
S 3.91 7.29 -2.59 0.6846
O 5.12 7.16 -3.37 -0.3294
O 3.90 7.19 -1.14 -0.3395
C 3.08 8.80 -3.07 -0.2337
H 1.43 9.14 -4.44 0.1135
H 2.79 8.25 -5.13 0.1149
H 0.81 7.23 -3.04 0.1180
H 1.06 6.56 -4.65 0.1159
H 2.32 5.52 -2.46 0.0724
H 3.16 5.58 -4.03 0.1008
H 3.82 9.55 -3.34 0.1024
H 2.49 9.14 -2.22 0.1062
C 8.05 7.54 -6.85 -0.2218
C 8.78 8.81 -6.42 -0.2209
C 7.98 10.00 -6.96 -0.2296
S 6.28 9.45 -7.08 0.6638
O 5.90 9.42 -8.47 -0.3282
O 5.49 10.13 -6.08 -0.3330
C 6.58 7.77 -6.54 -0.2282
H 8.44 6.66 -6.33 0.1185
H 8.19 7.38 -7.92 0.1180
H 8.82 8.86 -5.33 0.1197
H 9.81 8.83 -6.78 0.1120
H 8.04 10.86 -6.30 0.1020
H 8.31 10.28 -7.97 0.1028
H 5.92 7.09 -7.06 0.1138
H 6.39 7.73 -5.46 0.0888
```

Calculated values
**2S+1**: 1
**HOMO**: -5.41 eV
**Net charge**: -1
**Gap between HOMO and LUMO**: 6.3096 eV
**Energy**: -254534.138 eV

***

Number 3 is which compound? C38H75BrCl2N2NbO15P2S6

***

What is the energy in the first record? -65534.577 eV

***

Which of these has the lowest net charge? C38H75BrCl2N2NbO15P2S6